The following is a quantum chemistry calculation of C19H25N5O2 as an isolated structure in a non-equilibrium geometry, from the OMol25 dataset.

Properties
- E_HOMO (eV) = -7.47
- total charge = 0
- orbital gap (Eh) = 0.2600
- relative energy (zero: lowest compared OMol25 entry of this formula, charge and spin) (eV) = 19.175

Positions of all 51 atoms, in Å:
C -2.1255 -2.5199 2.0449
C -3.0227 -3.5574 1.4389
C -3.6351 -3.0914 0.0651
H -4.5187 -3.9438 -0.1651
H -4.2430 -2.3773 0.0117
C -2.8599 -3.2522 -1.0237
N -2.0668 -2.1139 -0.9112
C -0.6539 -1.9944 -1.2587
O -0.0216 -3.0213 -1.3550
C 0.0269 -0.7489 -1.0297
C 1.3083 -0.2948 -1.0365
N 2.1788 -1.3408 -1.4143
H 3.2538 -1.5122 -1.0937
H 1.8856 -2.2796 -1.3002
N 1.6451 0.8207 -0.9874
C 0.4046 1.4757 -0.5510
N 0.3628 2.6167 -0.3975
C -1.0068 3.1176 -0.2239
C -1.1372 4.6348 -0.1235
C -2.5612 5.0043 0.2147
C -3.6447 4.0453 -0.0748
C -3.4853 2.8182 -0.0660
C -2.0587 2.3601 -0.3337
N -1.9269 0.9749 -0.4534
C -0.6114 0.7274 -1.0161
H -4.0923 2.0339 -0.2989
H -4.5986 4.2242 0.1404
H -2.6995 6.1627 0.2530
H -0.4852 5.1719 0.1105
C 2.9856 1.4242 -0.7937
H 3.6247 0.9979 -1.5665
H 2.7897 2.4416 -1.4044
C 3.5843 1.6172 0.5606
C 3.8042 0.0772 1.1437
O 4.5613 -0.7202 0.3500
C 6.0051 -0.1314 0.3096
H 6.4332 -0.2698 1.1006
H 6.4345 -1.1206 -0.0191
H 6.1187 0.6575 -0.2323
H 4.2047 0.4634 2.2337
H 2.9633 -0.4010 1.4870
H 4.3393 2.2249 0.7148
H 2.7630 2.0766 1.2143
H -2.4650 -1.2244 -0.9210
H -2.2377 -3.9644 -1.1021
H -3.2098 -3.2776 -2.0303
H -3.9041 -3.7599 2.2118
H -2.5512 -4.6655 1.3973
H -1.8702 -2.6618 2.8820
H -2.7370 -1.4544 1.9901
H -1.2474 -2.4703 1.3091